Computed, not measured: the molecule C4H5I at a distorted geometry, with wB97M-V/def2-TZVPD.

```
10
Properties=species:S:1:pos:R:3:forces:R:3:nbo_charge:R:1
C 1.456 0.637 -0.448 -2.8 -5.4 1.6 -0.152
C 0.897 -0.630 -0.401 -0.3 3.2 1.1 -0.133
H 0.565 -1.564 -0.797 0.4 -0.2 -0.1 0.267
H 1.802 1.294 -1.094 1.6 3.1 -2.6 0.213
H 1.618 0.201 1.688 0.2 -0.2 0.9 0.208
H -2.323 -1.132 0.077 0.3 0.9 -0.9 0.210
H -2.042 0.491 -1.070 0.2 -1.7 1.8 0.217
C -1.717 -0.240 -0.217 -0.6 -0.2 -2.2 -1.006
C 1.043 0.232 0.801 0.3 -0.5 -0.5 -0.260
I -1.300 0.713 1.461 0.6 0.9 1.0 0.436
```
Positions in Å, forces in eV/Å.

The HOMO energy is -0.2655 hartree. The calculation puts the energy above the lowest of the compared OMol25 structures with the same formula, charge and spin at 117.4 kcal per mole. Its calculated total energy is -12322.978 eV.


Computed, not measured: C7H9BBrF2I2O2V as an isolated structure at a distorted geometry, with wB97M-V/def2-TZVPD.

```
25
Properties=species:S:1:pos:R:3:forces:R:3:nbo_charge:R:1
O -0.641 1.229 -0.487 0.4 1.8 -0.7 -0.800
H 2.141 -0.069 -0.169 0.2 -0.3 0.0 0.194
C 1.868 1.992 -0.521 0.0 -0.1 -0.1 -0.658
I 0.934 -2.508 1.976 0.2 0.0 0.1 0.460
Br -0.416 2.338 2.329 0.1 -0.2 0.0 0.077
H -1.314 -3.551 -0.891 -0.2 0.1 -0.2 0.258
C 0.101 0.323 0.337 0.4 0.3 -0.9 0.159
H -2.513 0.299 -0.943 0.0 -0.7 -0.7 0.034
V -0.700 2.848 -1.859 -0.1 -0.8 1.1 1.373
B -1.999 1.173 -0.087 -0.8 -0.8 1.0 0.949
C 0.041 -2.277 0.147 0.0 0.1 -0.1 -0.063
H 0.381 -3.725 -1.387 0.1 -0.1 -0.2 0.267
O -2.045 0.520 1.164 0.0 0.1 -0.2 -0.621
C -0.158 -1.030 -0.358 0.0 -0.4 0.4 -0.294
F -2.603 2.372 -0.386 0.3 0.4 -0.7 -0.476
C -0.720 0.509 1.619 0.0 1.1 0.4 0.052
H -0.526 -0.109 2.473 -0.2 -0.6 0.0 0.265
H 1.192 2.817 -0.279 -0.1 0.2 0.2 0.183
H -0.193 -4.385 0.139 0.1 -0.3 0.1 0.270
C -0.285 -3.559 -0.549 -0.1 0.1 0.3 -0.705
H 1.872 1.736 -1.579 -0.1 0.0 -0.3 0.213
H 2.871 2.334 -0.300 0.2 0.1 0.1 0.296
I -0.973 -0.901 -2.238 -0.5 -0.1 0.1 0.702
C 1.595 0.745 0.296 0.0 -0.3 -0.3 0.186
F 2.091 0.879 1.554 0.0 0.1 0.5 -0.321
```
Positions in Å, forces in eV/Å.

The HOMO energy is -0.5748 hartree. Its charge is +2. Its calculated total energy is -129519.545 eV.


Computed, not measured: a 2-piece molecular cluster, C5H16N2O overall at a distorted geometry, with wB97M-V/def2-TZVPD.

```
24
Properties=species:S:1:pos:R:3:forces:R:3:nbo_charge:R:1
H -2.645 2.899 -0.118 0.1 0.0 0.5 0.166
O 3.389 -2.348 1.137 -0.3 0.0 0.1 -0.957
H 1.449 0.196 1.768 -0.2 0.1 -0.1 0.204
N -1.676 1.190 -0.952 -0.3 0.0 0.0 -0.622
H 0.393 -2.234 -1.417 -0.3 0.1 -0.2 0.198
H -2.998 1.291 0.678 0.1 0.2 0.2 0.196
H 4.140 -2.263 0.552 0.3 0.0 -0.2 0.465
H 0.499 0.272 -1.811 0.5 0.1 -0.1 0.198
H -1.054 -1.427 -0.696 -0.4 0.3 -0.3 0.199
H 1.686 1.020 -0.670 0.0 0.4 -0.3 0.195
H -3.681 1.758 -0.877 0.0 -0.3 0.1 0.199
C 0.718 0.532 -0.771 -0.2 -0.7 0.3 -0.215
N 0.879 -0.745 -0.045 -0.7 0.3 0.1 -0.466
H -1.628 1.563 -1.890 -0.2 -0.1 -0.1 0.350
H -0.522 1.379 0.727 -0.3 -0.2 1.5 0.192
C -0.415 1.460 -0.314 1.3 0.2 -0.9 -0.249
H -0.032 2.481 -0.473 -0.3 0.2 -0.1 0.164
C 0.797 -0.601 1.406 0.2 -0.3 -0.1 -0.435
H -0.128 -2.578 0.213 0.2 0.1 0.0 0.197
C -2.789 1.820 -0.246 -0.3 0.2 -1.1 -0.414
C -0.046 -1.775 -0.529 0.7 -0.6 0.5 -0.429
H -0.210 -0.514 1.835 -0.1 0.3 -0.2 0.171
H 2.679 -1.862 0.688 0.1 0.0 -0.2 0.483
H 1.195 -1.516 1.805 0.1 -0.4 0.5 0.206
```
Positions in Å, forces in eV/Å.

Its structure (SMILES) is CNCCN(C)C.O. The HOMO energy is -0.3102 hartree. The calculation puts the energy above the lowest of the compared OMol25 structures with the same formula, charge and spin at 29.6 kcal per mole. Its calculated total energy is -10471.238 eV.


Computed, not measured: C11H5F6N7O7PdS2Se as an isolated structure, with wB97M-V/def2-TZVPD.

```
40
Properties=species:S:1:pos:R:3:forces:R:3:mulliken_spin:R:1
F -0.111 -3.578 -3.200 0.0 0.0 0.0 0.000
C -1.559 3.830 -0.234 0.0 0.1 0.1 0.007
C -0.858 2.748 0.401 0.1 0.0 0.1 0.013
O 1.245 -1.863 2.035 0.0 -0.1 0.1 0.023
N -1.260 5.055 0.132 -0.1 -0.1 0.0 0.004
N -0.005 3.207 1.309 -0.1 -0.1 -0.1 -0.001
Pd 0.374 0.025 0.873 0.3 0.0 0.4 1.348
H -3.411 1.876 -2.275 0.0 0.0 0.0 0.000
H -2.004 0.151 -1.150 0.0 0.0 0.0 -0.002
O 1.113 -1.880 -1.036 0.0 0.2 0.1 0.013
O 0.837 2.522 2.127 -0.1 0.0 0.0 0.014
S -0.052 -2.509 1.862 0.2 0.0 -0.2 -0.003
C 1.202 2.904 -2.761 0.0 -0.2 -0.2 0.002
C -1.909 1.197 -0.879 0.0 -0.1 0.2 0.001
O -1.153 -1.583 2.073 0.0 0.0 0.0 0.033
H 1.684 2.755 -4.767 0.0 0.0 0.0 -0.001
F 0.900 -4.816 -1.738 0.0 0.0 0.0 0.000
C 2.688 1.004 -3.438 0.1 0.1 0.0 -0.006
S -0.123 -2.587 -0.818 -0.3 0.0 0.0 0.004
C -2.701 2.197 -1.527 0.0 0.0 -0.1 0.005
O -1.327 -1.840 -1.095 0.0 -0.2 0.0 0.001
N 1.973 1.141 0.032 0.3 0.0 -0.2 0.079
N -1.044 1.441 0.071 0.0 0.2 -0.3 0.094
Se -0.027 5.025 1.372 0.0 0.0 0.0 -0.001
N 1.208 3.291 -4.061 0.0 0.0 0.0 0.006
O 0.214 1.327 2.538 -0.1 0.1 0.0 0.255
C -0.149 -4.036 -1.953 0.1 0.0 0.0 0.003
F -0.058 -3.257 4.327 0.0 0.0 0.0 0.000
C -0.171 -3.830 3.135 0.0 0.0 0.0 0.000
F -1.346 -4.437 3.046 0.0 0.0 0.0 0.000
F -1.263 -4.735 -1.778 0.0 0.0 0.0 0.000
H 0.600 4.042 -4.333 0.0 0.0 0.0 0.000
C 2.002 1.728 -2.435 0.0 0.3 0.0 0.035
N 3.224 0.495 -4.323 0.0 0.0 0.0 0.019
H -3.080 4.298 -1.710 0.0 0.0 0.0 0.001
F 0.801 -4.713 2.973 0.0 0.0 0.0 0.000
N -0.166 -3.361 0.561 -0.1 -0.1 0.1 -0.001
C 2.043 1.384 -1.110 -0.3 -0.3 0.1 0.047
O 0.536 3.513 -1.914 0.0 0.1 0.1 0.007
C -2.530 3.501 -1.229 0.0 0.0 0.0 0.000
```
Positions in Å, forces in eV/Å.

The HOMO energy (spin up / spin down) is -0.3042 / -0.3096 hartree. The calculation puts the energy above the lowest of the compared OMol25 structures with the same formula, charge and spin at 39.3 kcal per mole. Its expectation value of S² is 2.01. The spin multiplicity is 3. Its calculated total energy is -143044.003 eV.


Which value of calculated total energy does entry 1 give? -12322.978 eV